#w
DFT (wB97M-V/def2-TZVPD) results for a structure of composition C26H25Cl2FMgN5OS.

```
62
C26H25Cl2FMgN5OS, DFT wB97M-V/def2-TZVPD
Mg 0.3106 0.1650 0.1560
Cl 0.2368 -2.4030 -0.0194
C 2.0030 -2.5120 0.1636
C 2.5764 -3.7422 -0.0673
C 3.9502 -3.9025 0.0408
C 4.7046 -2.7693 0.3724
C 4.1150 -1.5480 0.5945
Cl 5.2067 -0.2157 0.9584
C 2.6718 -1.2609 0.5305
N 2.1012 -0.1133 0.7790
H 1.9436 -4.5822 -0.3329
H 4.4194 -4.8615 -0.1329
H 5.7833 -2.8432 0.4521
C -5.6830 -1.2981 -1.5728
N -4.9923 -1.1008 -0.3091
N -4.2312 0.0992 -0.2744
C -2.9339 -0.1905 0.3405
O -1.7754 0.1750 -0.4717
C -3.0214 -1.6357 0.6498
C -4.1819 -2.1114 0.1919
C -4.6662 -3.5207 0.1570
C -4.8967 1.2317 0.4087
C -4.8243 2.5670 -0.3857
C -6.1071 3.2933 -0.6150
C -7.2384 2.9039 -0.0369
C -7.2906 1.7048 0.8208
C -6.2375 0.9104 0.9925
H -6.1828 -0.3681 -1.8343
H -6.4441 -2.0697 -1.4543
H -5.0028 -1.5734 -2.3891
H -2.2387 -2.1999 1.1354
H -3.9377 -4.1715 0.6368
H -4.8002 -3.8608 -0.8717
H -5.6253 -3.6211 0.6693
H -4.2775 2.4295 -1.3167
H -6.0931 4.1515 -1.2778
H -8.1579 3.4516 -0.2086
H -8.2294 1.4641 1.3074
H -6.3002 0.0189 1.6063
S 2.1217 3.2181 -0.9680
C 2.3732 3.0067 0.6802
N 1.4415 3.1421 1.6513
C 1.8752 2.5322 2.9038
C 3.3767 2.3164 2.6625
N 3.5494 2.7185 1.2652
H 0.4716 3.0917 1.3819
H 1.3709 1.5775 3.0525
H 1.6794 3.1919 3.7490
H 3.6381 1.2695 2.7857
H 3.9947 2.9312 3.3193
H 4.2223 2.2377 0.6920
F -4.4259 4.1625 1.4446
C -3.8310 3.1429 0.6922
C -3.8749 1.7998 1.4389
C -2.6298 0.9272 1.3729
C -1.4602 1.3554 0.4899
C -1.5592 2.6988 -0.1412
C -2.5269 3.5783 0.1337
H -4.2687 1.9160 2.4467
H -2.3423 0.5628 2.3557
H -0.7312 3.0294 -0.7637
H -2.4693 4.6104 -0.2036
```

- LUMO: 2.41 eV
- Total charge: -1
- Gap between HOMO and LUMO: 5.505 eV



#x
DFT (wB97M-V/def2-TZVPD) results for a structure of composition C26H25Cl2FMgN5OS.

```
62
C26H25Cl2FMgN5OS, DFT wB97M-V/def2-TZVPD
Mg -0.2518 -0.1553 -1.1799
Cl -2.7429 -0.0581 0.1594
C -3.3048 -1.4980 -0.6593
C -4.5931 -1.9237 -0.4397
C -5.0746 -3.0700 -1.0670
C -4.2123 -3.7665 -1.9228
C -2.9360 -3.3217 -2.1503
Cl -1.9232 -4.2303 -3.2477
C -2.3415 -2.1200 -1.5642
N -1.1517 -1.6923 -1.8282
H -5.2389 -1.3617 0.2274
H -6.0890 -3.4105 -0.9045
H -4.5535 -4.6684 -2.4189
C -1.1983 -1.3966 4.7175
N -0.0993 -1.2836 3.7658
N -0.1717 -0.1915 2.9006
C 0.1921 -0.5858 1.6259
O 0.2955 0.1993 0.6797
C 0.4397 -1.9896 1.7028
C 0.2186 -2.3785 2.9785
C 0.3057 -3.7315 3.5851
C -0.1819 1.1286 3.3856
C -0.7083 2.1513 2.5967
C -0.6986 3.4507 3.0716
C -0.1924 3.7446 4.3308
C 0.3270 2.7246 5.1135
C 0.3449 1.4219 4.6439
H -1.3675 -0.4330 5.1883
H -0.9215 -2.1167 5.4846
H -2.1236 -1.7156 4.2283
H 0.7484 -2.5906 0.8630
H 0.6479 -4.4378 2.8332
H -0.6652 -4.0653 3.9560
H 1.0052 -3.7352 4.4223
H -1.1136 1.9201 1.6230
H -1.1003 4.2421 2.4523
H -0.1947 4.7631 4.6969
H 0.7357 2.9433 6.0919
H 0.7913 0.6320 5.2332
S -1.4136 2.3418 -2.2133
C -0.0610 2.5499 -3.1447
N 1.0711 3.1962 -2.7713
C 2.1515 2.9991 -3.7343
C 1.4372 2.3274 -4.9222
N 0.0724 2.1734 -4.4332
H 1.2729 3.2462 -1.7884
H 2.9349 2.3549 -3.3286
H 2.5911 3.9580 -4.0143
H 1.8851 1.3628 -5.1525
H 1.4553 2.9512 -5.8186
H -0.5382 1.4609 -4.7958
F 5.6162 0.3839 -3.5019
C 4.3406 0.2535 -3.0267
C 4.0681 0.6328 -1.7305
C 2.7506 0.5254 -1.2802
C 1.6947 0.0519 -2.0774
C 2.0623 -0.3530 -3.3672
C 3.3653 -0.2570 -3.8569
H 4.8675 0.9927 -1.0918
H 2.5437 0.8202 -0.2545
H 1.3011 -0.7863 -4.0124
H 3.6290 -0.5799 -4.8585
```

- LUMO: 2.18 eV
- Total charge: -1
- Gap between HOMO and LUMO: 4.271 eV



Which of them is most stable? Easy: #x.



#w
DFT (wB97M-V/def2-TZVPD) results for the ion C3H13N4S with charge +1.

```
21
C3H13N4S, DFT wB97M-V/def2-TZVPD
C 1.1832 -0.9673 0.2620
C -0.5103 0.6530 -0.6691
C 0.3779 0.2846 0.5198
N 0.2464 1.0565 -1.7425
N 1.1514 1.5078 0.7198
N -1.4083 -0.7726 -1.2190
N -0.3910 0.1141 1.8296
S -2.4112 -1.5349 -0.1610
H 0.7849 -1.6355 -0.5576
H 2.1814 -0.7315 -0.0688
H 1.2913 -1.6135 1.1248
H -1.2977 1.3776 -0.4141
H 0.4752 0.2753 -2.3110
H -0.1694 1.6339 -2.3913
H 2.0513 1.2701 1.1861
H 1.2417 1.7736 -0.1942
H -1.7941 -0.3415 -2.1045
H -0.6830 1.0301 2.2607
H -1.1006 -0.5894 1.7031
H 0.3642 -0.2428 2.5346
H -1.5833 -2.5476 -0.3073
```

- LUMO: -3.15 eV
- Total charge: +1
- Gap between HOMO and LUMO: 9.726 eV
- SMILES: C[C@](N)([NH3+])[C@@H](N)NS



#x
DFT (wB97M-V/def2-TZVPD) results for a cluster of 3 separate species, C3H13N4S in total.

```
21
C3H13N4S, DFT wB97M-V/def2-TZVPD
C 2.1098 -0.2368 -0.4583
C -1.5037 -0.6643 -1.1633
C 0.8251 -0.4339 -1.1725
N -2.8931 -1.3353 2.4029
N -3.8113 -1.8955 1.7419
N -0.3124 -0.3918 -0.4968
N 3.1896 2.6327 -0.5835
S -0.4323 0.1041 1.1854
H 2.7812 -0.9523 -0.8588
H 2.1667 -0.4424 0.6465
H 2.4657 0.7912 -0.5206
H -1.8011 -1.7925 -0.8863
H -2.3379 -0.0383 -0.7712
H -1.4315 -0.4627 -2.2610
H 0.7196 -0.5187 -2.2296
H -1.9291 -0.9343 1.8964
H -3.0057 -0.8076 3.2422
H -4.7885 -1.7826 2.1284
H 3.2156 2.9659 -1.5133
H 4.1392 2.8888 -0.3746
H 2.6341 3.3063 0.0459
```

- LUMO: -5.71 eV
- Total charge: +1
- Gap between HOMO and LUMO: 6.349 eV



Which of them is most stable? Easy: #w.



#w
DFT (wB97M-V/def2-TZVPD) results for a structure of composition C2HHgLiO3.

```
8
C2HHgLiO3, DFT wB97M-V/def2-TZVPD
O 1.2276 -1.0564 -0.8085
C 0.6227 -0.0191 -1.2000
O 0.0098 -0.1981 1.9699
C -0.4307 0.8673 1.5021
O -1.4453 1.0531 0.8036
Li 0.6662 -1.6054 0.8923
H 1.1506 0.4935 -2.0591
Hg -1.8010 0.4651 -1.1002
```

- Multiplicity: 3
- LUMO (alpha / beta): -0.30 / -1.35 eV
- Total charge: 0
- Gap between HOMO and LUMO (alpha / beta): 7.079 / 6.904 eV



#x
DFT (wB97M-V/def2-TZVPD) results for a structure of composition C2HHgLiO3.

```
8
C2HHgLiO3, DFT wB97M-V/def2-TZVPD
H -0.6087 -1.5452 1.7849
C 0.1045 -0.7644 1.4103
O -0.3782 -0.5134 0.0884
C 0.2056 0.6125 -0.9194
O -0.5776 0.7674 -1.8648
O 1.2555 1.1416 -0.6091
Hg 1.5900 1.2192 1.6760
Li -1.5910 -0.9176 -1.5664
```

- Multiplicity: 3
- LUMO (alpha / beta): -1.00 / -1.00 eV
- Total charge: 0
- Gap between HOMO and LUMO (alpha / beta): 5.722 / 7.656 eV



Which of them is most stable? Easy: #x.